Record 1
Entry from the Open Molecules 2025 dataset: a molecular structure, C29H23Br2I2N8OTi (wB97M-V/def2-TZVPD).

Atoms and positions in Å:
Ti  -0.60240  0.22930  0.21330
I  2.66150  5.21810  5.07630
C  1.51460  3.94490  3.83930
C  0.27730  4.36630  3.37310
C  -0.43730  3.52100  2.55350
I  -2.27000  4.06440  1.65650
C  0.02310  2.24830  2.18960
O  -0.70670  1.47240  1.43790
C  1.29530  1.86140  2.65500
C  1.82070  0.52400  2.20160
N  1.57610  0.34290  0.75860
C  2.32320  1.36040  0.01270
C  2.36530  1.03970  -1.45460
C  2.65920  2.02290  -2.39470
C  2.79850  1.65190  -3.71930
C  2.63580  0.31650  -4.05920
C  2.31690  -0.58190  -3.05250
N  2.18690  -0.23570  -1.77870
C  2.02400  2.70840  3.47150
H  -0.12320  5.32850  3.65050
H  1.30910  -0.26780  2.76530
H  2.89800  0.47500  2.42620
H  1.96060  -0.56200  0.45770
H  3.36870  1.40450  0.37450
H  1.87310  2.34590  0.17660
H  2.79610  3.04840  -2.08560
H  3.04220  2.39290  -4.46450
H  2.75840  -0.01270  -5.08040
H  2.17970  -1.63430  -3.26250
H  2.99490  2.40340  3.83240
Br  -2.71260  -4.88580  4.01540
C  -2.04990  -3.43630  2.98190
C  -0.66630  -3.32770  2.72490
C  -0.23870  -2.30000  1.92290
N  -1.03770  -1.35410  1.40500
C  -2.39060  -1.46200  1.65040
C  -2.90400  -2.51380  2.43890
C  -3.22810  -0.50960  0.99270
C  -4.60530  -0.37570  1.26370
C  -5.34610  0.53660  0.55820
Br  -7.18770  0.74820  0.91860
C  -4.72180  1.32400  -0.42700
C  -3.37100  1.16750  -0.61200
N  -2.61730  0.28220  0.05050
H  0.02310  -4.04460  3.13740
H  0.81400  -2.25010  1.65650
H  -3.96540  -2.61560  2.59400
H  -5.07110  -0.96540  2.03720
H  -5.27790  2.04690  -0.99850
H  -2.86920  1.80500  -1.33110
N  -0.66490  1.78560  -3.52560
C  -0.54670  3.02330  -2.94760
C  -0.41890  2.83190  -1.60760
N  -0.43670  1.49250  -1.32580
C  -0.61310  0.86270  -2.51360
C  -0.71930  -0.53760  -2.49350
N  -0.52000  -1.16120  -1.31100
C  -0.70590  -2.49350  -1.55020
C  -1.01400  -2.69170  -2.86070
N  -1.01940  -1.45620  -3.46040
H  -0.74320  1.59760  -4.51060
H  -0.58090  3.92210  -3.52590
H  -0.33170  3.57320  -0.83460
H  -0.60310  -3.23090  -0.77430
H  -1.22270  -3.59000  -3.40120
H  -1.30300  -1.26630  -4.40560

## Properties
net charge = +1
lowest unoccupied orbital energy (spin up / spin down) = -0.1182 / -0.1229 hartree
HOMO level (spin up / spin down) = -7.84 / -10.39 eV
energy = -223814.41926 eV
maximum force = 3.08 eV Å⁻¹
expectation value of S² = 2.02
2S+1 = 3
gap between HOMO and LUMO (spin up / spin down) = 4.6 / 7.0 eV

=====

Record 2
Entry from the Open Molecules 2025 dataset: a molecular structure, C29H23BrClF3N10O5STc (wB97M-V/def2-TZVPD).

Atoms and positions in Å:
Tc  -0.06144  -1.83397  -0.13489
N  -0.86118  -2.26491  -3.48025
C  -1.83405  -1.74607  -2.68182
N  -2.99203  -1.26261  -3.09063
N  -3.64290  -0.92367  -1.97047
N  -2.93594  -1.17939  -0.92940
N  -1.75830  -1.71331  -1.34013
C  0.31131  -2.77284  -3.01542
N  1.21583  -3.34625  -3.77531
N  2.21346  -3.69335  -2.95142
N  1.95651  -3.38715  -1.73912
N  0.72594  -2.79575  -1.71036
H  -0.92806  -2.09810  -4.47094
O  -3.31837  -6.44989  2.56638
C  -2.59079  -5.47729  2.01423
C  -3.10271  -4.22926  1.66469
C  -2.27099  -3.30917  1.08720
N  -0.96678  -3.53186  0.80069
C  -0.48055  -4.73893  1.16062
Br  1.29071  -5.21778  0.79915
C  -1.24473  -5.71256  1.77124
H  -4.23862  -6.18269  2.66588
H  -4.14275  -3.97762  1.82792
H  -2.66257  -2.33673  0.81547
H  -0.79726  -6.65600  2.04294
O  -1.00903  -0.61375  1.27423
S  -0.61386  0.86433  1.36335
C  -2.00751  1.77047  0.68836
C  -1.71478  2.93579  -0.00186
C  -2.75328  3.68614  -0.53230
C  -4.06111  3.24895  -0.38293
C  -4.33760  2.06661  0.29232
C  -3.30791  1.31897  0.83534
C  -0.94224  1.22791  3.09365
C  -1.71262  0.36353  3.85277
C  -1.97800  0.68854  5.17381
C  -1.46555  1.85679  5.72028
C  -0.66503  2.69521  4.95745
C  -0.39470  2.37922  3.63536
H  -0.68361  3.24653  -0.12754
H  -2.53824  4.59576  -1.07600
H  -4.87151  3.82682  -0.80757
H  -5.35794  1.72261  0.39299
H  -3.50969  0.39206  1.35434
H  -2.08171  -0.55444  3.41595
H  -2.58150  0.02312  5.77683
H  -1.68522  2.11186  6.74870
H  -0.23966  3.59009  5.39125
H  0.23346  3.01813  3.02544
C  5.90493  1.91451  -1.65738
C  4.80733  2.73394  -2.27709
C  4.89491  4.11938  -2.33631
C  3.86813  4.86482  -2.88995
Cl  4.00912  6.59596  -2.94519
C  2.74264  4.25030  -3.40924
C  2.65044  2.86747  -3.36853
C  3.66811  2.11713  -2.79742
O  3.61336  0.73606  -2.75572
C  2.85340  0.19713  -1.70224
C  1.34303  0.10481  -1.95569
O  0.83970  0.21682  -3.04470
O  0.66893  -0.11179  -0.83602
H  6.83426  2.48100  -1.62581
H  6.05933  0.99578  -2.22004
H  5.64194  1.63389  -0.63469
H  5.77444  4.61507  -1.94558
H  1.95177  4.84308  -3.84750
H  1.79484  2.36279  -3.79116
H  3.00158  0.75009  -0.76789
H  3.19694  -0.82929  -1.54831
F  1.23514  -2.49300  2.44220
C  1.53519  -1.81968  1.28953
F  1.75067  -0.52656  1.72098
F  2.75496  -2.24381  0.91331

## Properties
lowest unoccupied orbital energy (spin up / spin down) = -0.0085 / -0.0682 hartree
HOMO level (spin up / spin down) = -8.48 / -8.51 eV
energy = -159334.54724 eV
maximum force = 1.45 eV Å⁻¹
expectation value of S² = 3.77
2S+1 = 4
gap between HOMO and LUMO (spin up / spin down) = 8.2 / 6.7 eV

=====

Record 3
Entry from the Open Molecules 2025 dataset: a molecular structure, C29H23ClN6NiOTe (wB97M-V/def2-TZVPD).

Atoms and positions in Å:
Ni  -0.65726  -0.64671  -1.00498
C  -4.22810  -2.61046  -2.08368
C  -3.06390  -1.66499  -1.96525
N  -2.40321  -1.47270  -0.83168
N  -2.72608  -1.98888  0.34348
C  -1.91419  -1.55430  1.30971
O  -0.96839  -0.69328  1.04022
C  -2.09153  -2.07374  2.64622
C  -1.27437  -1.63844  3.70472
C  -1.39698  -2.16955  4.96619
C  -2.34007  -3.15425  5.22917
C  -3.15946  -3.59483  4.19333
C  -3.04489  -3.06932  2.92673
C  -2.58736  -0.90093  -3.04852
C  -3.16424  -0.91762  -4.34483
C  -2.69181  -0.08864  -5.32219
C  -1.61778  0.76532  -5.02161
C  -1.07543  0.71288  -3.75073
N  -1.50960  -0.06683  -2.77584
H  -4.43633  -3.02609  -1.10200
H  -3.98947  -3.42385  -2.76973
H  -5.11643  -2.09529  -2.45291
H  -0.52071  -0.88667  3.51074
H  -0.74481  -1.82232  5.75932
H  -2.42814  -3.58041  6.22013
H  -3.89028  -4.36975  4.38748
H  -3.66454  -3.42653  2.11826
H  -3.98759  -1.58656  -4.54983
H  -3.12769  -0.08286  -6.31616
H  -1.21980  1.44605  -5.75975
H  -0.23634  1.35648  -3.50717
Te  0.74419  0.91368  1.91277
C  2.42003  2.11421  2.54903
C  2.40605  2.55929  3.87275
C  3.47208  3.24100  4.42246
C  4.59875  3.50145  3.65731
C  4.63728  3.05605  2.34587
C  3.56610  2.37088  1.80257
H  1.53089  2.34953  4.47931
H  3.42679  3.57546  5.45353
H  5.43549  4.04289  4.08231
H  5.51418  3.24578  1.73959
H  3.62085  2.02610  0.77805
N  0.60266  -2.15437  -1.41655
C  1.22894  -3.14013  -1.40094
N  2.06829  -4.07606  -1.36832
C  2.06218  -5.33217  -1.57847
N  2.21492  -6.47026  -1.74959
Cl  3.43722  0.43345  -2.30766
C  2.60618  1.91527  -1.93973
C  2.88013  3.02357  -2.71713
C  2.21781  4.21777  -2.48196
C  1.28584  4.28462  -1.45338
C  1.01025  3.16809  -0.69520
C  1.65650  1.94730  -0.90772
C  1.27719  0.74007  -0.16599
H  3.59870  2.94520  -3.52223
H  2.41378  5.08045  -3.10540
H  0.76865  5.21383  -1.25353
H  0.26182  3.20693  0.08641
H  0.30207  0.38401  -0.60745
H  2.01096  -0.05880  -0.25957

## Properties
net charge = -2
lowest unoccupied orbital energy (spin up / spin down) = 0.1506 / 0.1506 hartree
HOMO level (spin up / spin down) = 0.41 / 0.45 eV
energy = -102290.86931 eV
maximum force = 2.78 eV Å⁻¹
gap between HOMO and LUMO (spin up / spin down) = 3.7 / 3.6 eV